Density functional theory data (ωB97M-V/def2-TZVPD) for 22 unconnected molecules or ions with the total composition H44O22.

Geometry (Å):
O -1.41 -0.20 -4.51
H -0.83 0.23 -5.14
H -1.45 0.41 -3.77
O -0.05 -2.28 2.04
H 0.17 -3.20 1.86
H 0.62 -1.78 1.58
O -2.89 -0.39 3.72
H -2.49 0.45 3.93
H -2.59 -0.97 4.42
O -1.36 -2.47 -2.33
H -1.32 -1.54 -2.55
H -0.64 -2.60 -1.71
O 5.70 0.79 -0.10
H 4.95 0.77 0.49
H 6.43 1.08 0.45
O 0.52 5.14 -1.82
H 1.39 5.53 -1.91
H 0.56 4.64 -1.00
O 0.88 -3.74 -0.94
H 0.86 -4.35 -1.68
H 0.80 -4.29 -0.16
O 1.55 -0.16 1.17
H 1.06 0.31 1.84
H 2.45 -0.16 1.50
O 0.26 1.00 3.39
H -0.41 1.48 3.87
H 0.75 0.53 4.06
O 3.76 1.83 1.93
H 3.67 2.39 2.70
H 3.40 2.35 1.21
O -5.03 -1.84 -0.01
H -5.14 -2.42 0.75
H -5.68 -1.16 0.11
O 2.57 3.71 -0.04
H 2.20 3.03 -0.60
H 3.46 3.82 -0.37
O -2.56 -3.32 1.06
H -3.24 -2.75 1.42
H -1.74 -2.94 1.36
O -2.30 0.60 1.04
H -1.96 0.28 1.88
H -3.17 0.22 0.98
O -5.04 3.54 1.87
H -4.36 2.91 1.65
H -4.93 4.25 1.24
O -4.10 -2.90 -2.42
H -3.16 -2.94 -2.22
H -4.50 -2.54 -1.63
O -0.05 0.08 -0.98
H -0.76 0.41 -0.42
H 0.62 -0.21 -0.36
O 0.23 2.88 -4.14
H 0.50 3.08 -5.04
H -0.70 3.08 -4.12
O 1.83 1.89 -2.25
H 1.30 1.16 -1.92
H 1.33 2.22 -2.99
O -1.12 -2.54 4.56
H -1.00 -3.47 4.76
H -1.01 -2.48 3.61
O 4.26 0.93 -2.55
H 4.74 0.91 -1.72
H 3.50 1.47 -2.38
O 3.63 -3.56 -0.67
H 4.20 -2.82 -0.88
H 2.80 -3.37 -1.10

Density functional theory data (ωB97M-V/def2-TZVPD) for 23 unconnected molecules or ions with the total composition H46O23.

Geometry (Å):
O 4.68 -10.31 16.86
H 4.25 -9.52 16.59
H 4.10 -11.10 16.64
O 2.00 -7.69 11.68
H 2.06 -8.20 10.86
H 1.52 -6.81 11.51
O 2.76 -7.41 18.25
H 2.34 -6.70 18.68
H 2.11 -8.13 18.30
O -1.49 -9.46 14.47
H -0.70 -9.30 13.89
H -1.98 -10.08 13.94
O -2.23 -2.31 14.31
H -2.48 -1.43 14.64
H -2.96 -2.99 14.24
O -1.51 -11.63 17.07
H -0.90 -10.88 16.95
H -2.27 -11.39 16.52
O -2.99 -11.31 12.97
H -2.90 -12.20 13.34
H -3.83 -11.02 13.33
O -2.76 -4.67 15.63
H -1.91 -4.36 15.92
H -2.79 -5.58 16.00
O -2.34 -9.02 20.81
H -2.79 -9.85 20.80
H -3.00 -8.44 21.20
O -3.93 -9.96 16.35
H -4.55 -10.22 15.64
H -3.62 -9.08 16.08
O 1.02 -3.39 15.23
H 1.55 -3.41 16.03
H 0.13 -3.36 15.57
O 0.38 -5.36 11.18
H 0.68 -4.46 11.02
H -0.44 -5.39 11.74
O 0.47 -7.01 15.58
H 1.09 -6.34 15.90
H 1.04 -7.60 15.01
O -1.02 -7.43 18.39
H -0.45 -8.09 17.99
H -1.30 -7.86 19.22
O 1.46 -3.01 12.24
H 0.98 -2.48 12.91
H 1.85 -3.69 12.83
O 1.83 -12.02 16.61
H 1.30 -12.82 16.36
H 2.27 -12.31 17.39
O 0.91 -8.91 13.57
H 1.25 -8.38 12.81
H 1.53 -9.67 13.51
O -0.30 -13.38 15.66
H -0.54 -14.31 15.87
H -0.89 -12.78 16.18
O -0.57 -4.78 17.63
H -1.02 -4.32 18.39
H -0.51 -5.73 17.89
O -1.22 -6.18 13.31
H -0.50 -6.37 13.90
H -1.72 -5.48 13.74
O -2.85 -11.77 19.85
H -2.55 -11.48 18.92
H -2.11 -12.30 20.24
O -2.74 -7.47 16.17
H -2.27 -7.71 15.31
H -2.12 -7.76 16.84
O 0.57 -9.68 16.96
H 1.06 -10.46 16.75
H 0.29 -9.31 16.11

Density functional theory data (ωB97M-V/def2-TZVPD) for 24 unconnected molecules or ions with the total composition H48O24.

Geometry (Å):
O 1.58 3.53 -2.53
H 1.26 4.01 -1.77
H 2.26 3.00 -2.06
O -1.58 2.54 -1.57
H -0.76 2.42 -1.05
H -1.34 2.39 -2.48
O -0.60 1.54 3.26
H -1.42 1.68 3.74
H -0.62 0.84 2.53
O -3.44 0.91 -1.23
H -2.79 1.66 -1.21
H -4.04 1.09 -1.91
O 0.02 1.56 -4.06
H -0.02 1.35 -5.01
H 0.60 2.32 -3.87
O 3.14 1.38 -1.24
H 3.88 1.01 -1.80
H 3.50 1.56 -0.10
O 3.00 3.68 3.54
H 3.65 3.74 4.28
H 2.14 3.59 3.94
O -1.19 -2.95 -0.07
H -0.55 -2.53 0.48
H -2.06 -2.55 0.16
O 0.75 3.01 0.58
H 0.68 2.05 0.45
H 0.33 3.22 1.46
O -3.35 -4.62 -2.42
H -3.66 -5.27 -3.11
H -2.43 -4.40 -2.62
O -0.64 -3.76 -2.74
H -0.47 -3.23 -1.90
H -0.16 -3.40 -3.50
O -0.03 -1.60 -5.17
H -0.60 -0.98 -4.70
H -0.59 -2.18 -5.79
O -3.46 -1.22 0.58
H -3.50 -0.58 -0.13
H -4.18 -1.88 0.49
O 3.69 1.88 1.27
H 3.48 1.00 1.76
H 3.17 2.61 1.70
O -0.45 4.88 3.60
H 0.18 5.55 3.52
H -1.30 5.26 3.60
O -4.38 -3.74 -0.03
H -4.28 -3.74 -1.00
H -4.03 -4.59 0.14
O -0.73 -0.10 1.30
H -1.51 -0.40 0.86
H -0.15 0.14 0.53
O 1.47 -0.64 4.23
H 1.52 -1.29 4.94
H 0.58 -0.26 4.30
O 0.87 2.93 5.24
H 0.70 2.20 4.64
H 0.01 3.33 5.36
O 0.62 0.74 -0.94
H 1.55 0.82 -1.23
H 0.19 0.13 -1.53
O 3.25 -0.50 2.04
H 3.54 -1.20 1.48
H 2.90 -0.90 2.86
O -1.45 -0.65 -2.58
H -2.12 -0.03 -2.14
H -1.60 -1.62 -2.56
O 3.30 -2.53 -0.32
H 2.39 -2.76 -0.46
H 3.72 -3.37 -0.16
O 0.80 -5.19 -0.84
H -0.13 -5.11 -1.05
H 0.88 -5.70 -0.02

Density functional theory data (ωB97M-V/def2-TZVPD) for 2 unconnected molecules or ions with the total composition H4INSi.

Geometry (Å):
N 0.41 0.85 0.36
Si -0.65 -0.34 0.72
H 0.25 1.81 0.80
H -0.21 -1.68 0.66
H -1.86 -0.15 1.45
I 1.39 -0.70 -2.54
H 0.65 0.22 -1.45

Properties
* structure (SMILES): N=[SiH2].I

Density functional theory data (ωB97M-V/def2-TZVPD) for a molecular structure, H4Li3O14S3.

Geometry (Å):
Li -8.53 -17.16 -0.48
Li -8.28 -17.08 -3.40
Li -10.97 -17.81 -3.57
S -9.60 -18.46 -6.07
O -9.44 -17.77 -4.82
O -9.77 -17.52 -7.19
O -8.42 -19.37 -6.36
O -10.75 -19.34 -5.87
S -10.63 -15.82 -1.18
O -9.53 -15.38 -0.32
O -11.74 -16.42 -0.44
O -11.15 -14.72 -1.94
O -10.08 -16.77 -2.12
S -6.83 -19.31 -2.15
O -7.32 -19.99 -3.30
O -6.90 -20.16 -0.96
O -5.41 -18.92 -2.35
O -7.57 -18.06 -1.92
O -7.81 -15.12 -3.12
H -6.92 -14.89 -3.38
H -8.34 -14.36 -3.40
O -6.76 -17.31 -4.82
H -5.92 -17.75 -4.94
H -7.03 -17.05 -5.70

Properties
* total charge: -3

Density functional theory data (ωB97M-V/def2-TZVPD) for H4N2 in the gas phase.

Geometry (Å):
N -0.73 0.25 0.11
N 0.74 0.23 -0.11
H -1.08 0.59 -0.78
H -1.01 -0.72 0.22
H 1.20 0.42 0.77
H 0.88 -0.76 -0.21

Properties
* structure (SMILES): NN

For reference, DFT total energy by record: -45760.872 -47842.636 -49922.342 -17531.366 -61856.366 -3043.828 eV.
For reference, orbital gap by record: 8.8 10.6 10.5 8.8 4.9 10.8 eV.